[1]
{"formula": "C6H12O", "method": "ωB97M-V/def2-TZVPD", "symbols": ["C", "C", "O", "C", "C", "C", "C", "H", "H", "H", "H", "H", "H", "H", "H", "H", "H", "H", "H"], "xyz": [[2.8675, 0.2554, 0.2793], [1.5656, 0.7794, -0.2412], [0.4475, 0.6135, 0.5482], [0.0412, -0.6175, 0.0023], [-1.8092, -0.6788, 1.2166], [-1.5329, -0.6387, -0.1879], [-2.0149, 0.5625, -0.9845], [2.7934, -0.7908, 0.5971], [3.2107, 0.8367, 1.1507], [3.6437, 0.3261, -0.4894], [0.6724, -0.5457, -1.0119], [1.5857, 1.7420, -0.7596], [0.4143, -1.4748, 0.5791], [-1.8869, 0.2393, 1.7891], [-1.8357, -1.6208, 1.7535], [-1.7419, -1.5853, -0.6992], [-1.5735, 0.5819, -1.9867], [-3.1040, 0.5271, -1.0849], [-1.7430, 1.4889, -0.4705]], "lowdin_charge": [-0.085, -0.238, -0.134, -0.229, 0.029, -0.417, -0.064, 0.073, 0.082, 0.076, 0.157, 0.114, 0.123, 0.072, 0.064, 0.138, 0.081, 0.078, 0.081], "homo_lumo_gap_ev": [8.20, 8.43], "largest_force_ha_per_bohr": 0.0455, "e_above_lowest_ev": 5.298, "charge": 0}

***

[2]
{"formula": "C9H18BBeN2O2", "method": "ωB97M-V/def2-TZVPD", "symbols": ["C", "C", "C", "O", "B", "C", "O", "C", "C", "N", "C", "C", "C", "N", "H", "H", "H", "H", "H", "H", "H", "H", "H", "H", "H", "H", "H", "H", "H", "H", "H", "H", "Be"], "xyz": [[1.1564, 0.7616, 3.1966], [0.4665, 0.1640, 2.2325], [-0.6353, -0.3754, 1.1992], [-0.5894, -1.8196, 0.8845], [-1.5764, -1.8738, -0.2304], [-2.0712, -3.3402, -0.7742], [-0.9823, -0.9069, -1.1753], [-0.6421, 0.2506, -0.3247], [-1.8421, 1.3253, -0.6773], [-2.5931, 1.7480, 0.5505], [0.6707, 1.0370, -0.8442], [1.9593, 0.0542, -1.1019], [3.2054, 0.4731, -0.1236], [3.9836, -0.7918, 0.1817], [1.6233, 1.4994, 3.9631], [-1.6534, -0.3297, 1.7701], [-2.6305, -1.3361, 0.0254], [-1.2205, -4.0803, -1.0092], [-2.6789, -3.1476, -1.7505], [-2.8144, -3.8643, -0.0428], [-1.4233, 2.3056, -1.1770], [-2.4932, 0.8076, -1.4789], [-3.1822, 2.5747, 0.3089], [-1.8733, 2.0919, 1.2327], [0.9569, 1.9258, -0.1416], [0.4514, 1.5154, -1.8879], [2.3591, 0.2392, -2.1835], [1.6954, -1.0638, -1.0510], [2.8168, 0.9378, 0.8783], [3.9173, 1.2051, -0.6888], [3.2611, -1.4760, 0.4623], [4.6253, -0.6556, 0.9825], [-2.1760, 4.1743, -1.0489]], "lowdin_charge": [0.121, -0.005, -0.189, 0.048, -0.629, 0.044, 0.137, -0.274, -0.215, -0.002, -0.111, -0.144, -0.266, -0.031, 0.084, 0.166, 0.252, 0.112, 0.103, 0.105, -0.046, 0.154, 0.009, 0.098, 0.140, 0.130, 0.126, 0.119, 0.088, 0.126, 0.058, 0.075, 0.616], "homo_lumo_gap_ev": 2.63, "largest_force_ha_per_bohr": 0.1406, "e_above_lowest_ev": 0.000, "charge": 1}